--- a ---
Computed, not measured: a single C3H4O3 molecule, with ωB97M-V/def2-TZVPD.

* frontier orbital gap: 10.9 eV
* E_HOMO: -10.3 eV
* LUMO energy: 0.58 eV

XYZ file:
```
10
Properties=species:S:1:pos:R:3:lowdin_charge:R:1
O 0.90617 1.57350 0.14100 0.080
C 1.35894 0.48107 -0.08949 -0.197
C 0.46509 -0.75865 -0.08882 -0.133
O -0.75386 -0.36272 -0.70071 -0.038
C -1.62697 0.29266 0.09642 -0.338
O -1.71180 0.17443 1.28544 0.089
H 2.42084 0.34425 -0.36721 0.125
H 0.89512 -1.56884 -0.68189 0.128
H 0.30187 -1.11888 0.93447 0.133
H -2.25539 0.94319 -0.52920 0.152
```



--- b ---
Computed, not measured: 2 unconnected molecules or ions with the total composition C3H4O3, with ωB97M-V/def2-TZVPD.

* frontier orbital gap (alpha / beta): 7.6 / 8.5 eV
* E_HOMO (alpha / beta): -8.0 / -8.4 eV
* LUMO energy (alpha / beta): -0.45 / 0.08 eV

XYZ file:
```
10
Properties=species:S:1:pos:R:3:lowdin_charge:R:1
C 0.00850 0.30279 0.78873 -0.123
C -0.04805 -1.82530 -0.94019 -0.370
C -0.41820 1.85197 0.94037 -0.032
O 0.60220 -0.43632 1.53163 0.045
O -0.62548 -2.82445 -0.59961 0.080
O 0.76018 -1.51568 -1.91361 0.043
H -1.37808 2.11404 0.39817 0.098
H 0.31636 2.41680 0.46484 0.039
H -0.33386 2.19129 1.89536 0.026
H 1.11643 -2.27514 -2.56569 0.193
```



--- c ---
Computed, not measured: a single C3H4O3 molecule, with ωB97M-V/def2-TZVPD.

* frontier orbital gap: 9.2 eV
* E_HOMO: -10.1 eV
* LUMO energy: -0.91 eV

XYZ file:
```
10
Properties=species:S:1:pos:R:3:lowdin_charge:R:1
O 1.99065 0.19997 -0.37950 -0.036
C 0.90260 -0.29470 0.35541 -0.193
C -0.36682 0.44511 -0.02179 -0.314
O -0.38463 1.64351 -0.19023 0.118
C -1.65505 -0.34316 -0.24991 -0.153
O -1.69862 -1.54765 -0.18671 0.091
H 1.91729 1.16389 -0.37560 0.090
H 0.80159 -1.36312 0.15462 0.125
H 1.04252 -0.17127 1.44396 0.140
H -2.52342 0.29076 -0.51018 0.133
```



Energies in kJ/mol, measured from the most stable structure: a 0.0; b 316.0; c 32.3.



--- a ---
Computed, not measured: a single C3H4O3 molecule, with ωB97M-V/def2-TZVPD.

* frontier orbital gap: 10.5 eV
* E_HOMO: -10.3 eV
* LUMO energy: 0.17 eV

XYZ file:
```
10
Properties=species:S:1:pos:R:3:lowdin_charge:R:1
C -1.60909 0.07729 0.52145 -0.030
O -0.20639 -0.18432 0.67903 -0.009
C 0.49978 -0.00653 -0.43047 -0.477
O 0.05283 0.29442 -1.51179 0.121
C 2.00318 -0.18431 -0.26244 -0.139
O 2.64162 0.40729 0.56817 0.103
H -2.08916 -0.29163 1.42649 0.096
H -1.76264 1.15332 0.41113 0.103
H -1.98998 -0.43361 -0.36523 0.096
H 2.45984 -0.83191 -1.03633 0.136
```



--- b ---
Computed, not measured: a single C3H4O3 molecule, with ωB97M-V/def2-TZVPD.

* frontier orbital gap: 11.2 eV
* E_HOMO: -10.3 eV
* LUMO energy: 0.87 eV

XYZ file:
```
10
Properties=species:S:1:pos:R:3:lowdin_charge:R:1
O 0.62837 1.68181 -0.85174 0.084
C 1.17540 0.77989 -0.27652 -0.224
C 0.58310 -0.60228 -0.09357 -0.148
O -0.73195 -0.67872 -0.61687 -0.012
C -1.62413 -0.11116 0.21173 -0.327
O -1.35082 0.34103 1.29307 0.076
H 2.17838 0.89939 0.18391 0.129
H 1.21006 -1.34818 -0.59072 0.138
H 0.55902 -0.82247 0.97687 0.129
H -2.62744 -0.13929 -0.23616 0.153
```



--- c ---
Computed, not measured: a molecular structure, C3H4O3, with ωB97M-V/def2-TZVPD.

* frontier orbital gap: 10.1 eV
* E_HOMO: -10.0 eV
* LUMO energy: 0.08 eV

XYZ file:
```
10
Properties=species:S:1:pos:R:3:lowdin_charge:R:1
O 1.70995 -0.79863 0.29188 0.139
C 0.50546 -0.31486 0.08183 -0.793
C 1.26553 0.86353 -0.15223 0.222
O -0.53071 -0.03942 1.03058 0.033
C -1.40018 -0.51226 0.02617 -0.166
O -0.34379 -0.92223 -0.83334 0.065
H 1.30055 1.36555 -1.12415 0.124
H 1.49585 1.44363 0.73152 0.113
H -2.01624 0.26214 -0.44757 0.135
H -1.98642 -1.34744 0.39531 0.128
```



--- d ---
Computed, not measured: a single C3H4O3 molecule, with ωB97M-V/def2-TZVPD.

* frontier orbital gap: 10.0 eV
* E_HOMO: -9.8 eV
* LUMO energy: 0.28 eV

XYZ file:
```
10
Properties=species:S:1:pos:R:3:lowdin_charge:R:1
C -0.42683 -0.28704 -0.04629 -0.342
C -1.13126 0.86425 0.02311 0.105
C 1.07034 -0.38200 -0.04218 -0.431
H -0.25234 -2.13581 0.08561 0.113
H -2.20164 0.79984 0.01662 0.068
H -0.72533 1.86926 0.02829 0.062
H 1.25356 1.52715 -0.01791 0.107
O -0.97810 -1.49458 -0.04187 0.076
O 1.82017 0.73632 -0.02829 0.135
O 1.57141 -1.49739 0.02291 0.108
```



Energies in kJ/mol, measured from the most stable structure: a 39.8; b 27.8; c 325.2; d 0.0.



--- a ---
Computed, not measured: 2 unconnected molecules or ions with the total composition C6H17N2, with ωB97M-V/def2-TZVPD.

* frontier orbital gap: 4.8 eV
* E_HOMO: -13.3 eV
* charge: +1
* LUMO energy: -8.51 eV

XYZ file:
```
25
Properties=species:S:1:pos:R:3:lowdin_charge:R:1
N 0.78320 0.24322 -0.48535 0.255
C 2.02764 0.12597 0.08977 -0.504
C 2.85251 1.36693 -0.09159 -0.031
C 2.85906 -1.16630 -0.38550 0.025
N -1.54814 -1.44508 -0.70536 0.081
C -2.47765 -1.10982 0.29966 -0.278
C -3.04475 0.30996 0.21218 -0.234
C -2.09419 1.40363 0.79074 -0.118
H -0.52390 -0.92426 -0.69651 0.100
H 0.91623 0.53786 -1.47118 0.129
H -1.46876 -2.41021 -0.95966 0.090
H 1.79857 -0.05606 1.19527 0.158
H 3.16016 1.25096 -1.09473 0.071
H 2.19511 2.33805 0.01138 0.140
H 3.76145 1.42504 0.50057 0.108
H 3.85373 -0.98497 -0.57512 0.053
H 2.33149 -1.59467 -1.21791 0.061
H 2.71689 -2.11183 0.36518 0.156
H -3.38415 -1.82040 -0.03177 0.183
H -2.05547 -1.35396 1.26389 0.123
H -4.02518 0.42545 0.74785 0.126
H -3.32242 0.60290 -0.78655 0.099
H -2.59125 2.17458 1.45930 0.094
H -1.31095 0.92716 1.48415 0.074
H -1.40921 1.84587 0.08127 0.037
```



--- b ---
Computed, not measured: a gas-phase ion, C6H17N2 (charge +1), with ωB97M-V/def2-TZVPD.

* frontier orbital gap: 10.2 eV
* E_HOMO: -13.1 eV
* charge: +1
* LUMO energy: -2.94 eV

XYZ file:
```
25
Properties=species:S:1:pos:R:3:lowdin_charge:R:1
C 0.61623 1.17364 0.70326 -0.194
N -0.78528 1.22268 0.48587 -0.102
C -1.21699 1.41637 -0.97218 -0.267
C -1.72886 0.14132 -1.40886 -0.136
C 1.04072 -0.24576 0.21927 -0.295
N 0.05578 -1.20939 0.63506 -0.021
C 0.62308 -2.00062 1.73407 -0.009
C 1.43375 -0.20497 -1.36264 -0.003
H 1.15653 2.03428 0.31616 0.128
H 0.88319 1.37313 1.73497 0.123
H -1.44905 1.75091 1.15672 0.174
H -1.88735 2.21621 -0.93771 0.093
H -0.50060 1.91518 -1.70765 0.150
H -2.63259 0.16568 -2.09697 0.111
H -2.19618 -0.46214 -0.51805 0.106
H -0.82676 -0.47460 -1.84234 0.065
H 1.99366 -0.47247 0.68371 0.132
H -0.87371 -0.84590 0.99337 0.163
H -0.25449 -1.81358 -0.15448 0.183
H 0.06230 -1.42077 2.67406 0.191
H 1.62873 -2.05573 1.79810 0.041
H 0.68328 -3.12075 1.61317 0.132
H 2.25271 0.45435 -1.30812 0.063
H 0.46737 0.06136 -2.05872 0.096
H 1.99185 -1.07816 -1.67029 0.074
```



Energies in kJ/mol, measured from the most stable structure: a 279.9; b 0.0.